# 1
Computed, not measured: 2 unconnected molecules or ions with the total composition C5H8N2O, with ωB97M-V/def2-TZVPD.

The geometry in XYZ format:
```
16
Properties=species:S:1:pos:R:3:forces:R:3
C 3.6457 1.1325 0.7135 0.491 1.942 0.093
C 0.5358 -0.9073 -0.6492 -3.992 0.064 -1.716
C -0.8295 1.1988 -0.2347 0.669 -1.191 0.157
C -1.8524 -1.0384 0.4976 -0.841 -0.992 -2.274
C -0.5419 -0.2537 0.2160 -0.002 -0.181 2.496
N 2.8243 -0.8313 -0.0364 -0.914 0.098 -0.848
N 1.7248 -0.7112 -0.3426 3.746 -1.652 1.143
O 3.6296 2.0187 -0.0017 -0.045 -0.930 0.462
H 0.3763 -1.3569 -1.6689 -0.007 0.523 1.262
H 0.1546 1.5359 -0.4895 0.393 1.135 0.174
H -1.3163 1.1045 -1.1524 -1.018 0.029 -1.779
H -1.4357 1.8816 0.3581 0.345 -0.300 0.542
H -2.3949 -0.4555 1.2147 -0.194 -0.145 0.939
H -2.5701 -0.9942 -0.3729 0.879 0.164 0.299
H -1.8659 -2.1639 0.6855 0.696 1.641 0.364
H -0.0843 -0.1595 1.2628 -0.208 -0.208 -1.314
```
Forces are in eV/Å.

Output
* charge: 0
* Kohn-Sham gap: 8.909 eV
* ΔE to the lowest compared entry with this formula, charge and spin: 85.2 kcal per mole
* E_LUMO: 0.493 eV

# 2
Computed, not measured: a molecular structure, C17H18N3NiOSe, with ωB97M-V/def2-TZVPD.

The geometry in XYZ format:
```
41
Properties=species:S:1:pos:R:3:forces:R:3
Ni 0.0410 -0.7391 -0.4362 0.236 0.090 -0.055
C 1.1547 0.2195 1.6380 0.150 -0.088 -0.040
C 0.4480 -0.9916 1.5866 -0.121 0.087 0.159
C -0.9578 -0.9271 1.7124 0.031 0.002 0.416
C -1.5727 0.2551 2.1552 -0.054 -0.142 -0.050
C -0.8246 1.4117 2.3277 0.226 0.071 -0.066
C 0.5349 1.4091 2.0247 -0.257 -0.012 0.044
H 2.2191 0.2044 1.4412 -0.003 0.008 0.029
H 0.9687 -1.9391 1.5506 -0.009 0.012 -0.054
H -1.5346 -1.8411 1.6887 0.019 -0.008 -0.061
H -2.6373 0.2523 2.3617 0.003 0.013 -0.005
H -1.3010 2.3216 2.6773 -0.004 0.003 -0.004
H 1.1145 2.3209 2.0882 0.008 0.008 0.005
N -1.6083 2.9191 -1.7792 0.088 -0.074 -0.023
C -1.3398 1.9280 -0.8740 0.064 -0.091 0.071
N -0.2887 1.2233 -1.1733 -0.082 0.242 -0.335
C 0.1874 1.7751 -2.3685 -0.007 -0.125 0.202
C 1.2881 1.4131 -3.1435 -0.024 0.028 0.004
C 1.5319 2.1480 -4.2868 -0.056 0.045 0.000
C 0.7048 3.2203 -4.6616 0.088 -0.046 -0.031
C -0.3909 3.5861 -3.9054 -0.044 -0.016 0.049
C -0.6327 2.8392 -2.7554 -0.023 0.127 -0.071
H -2.3791 3.5585 -1.7406 0.000 0.015 0.001
H -1.9530 1.7552 -0.0050 -0.028 0.012 0.015
H 1.9175 0.5876 -2.8458 0.006 -0.018 0.010
H 2.3811 1.8908 -4.9059 0.005 0.009 -0.010
H 0.9344 3.7733 -5.5640 -0.009 0.001 -0.005
H -1.0271 4.4127 -4.1965 -0.007 0.002 0.003
Se 4.7432 -1.4496 -2.0755 -0.363 0.071 0.152
C 3.0537 -1.2104 -1.4209 0.414 -0.145 -0.189
N 1.9700 -1.0507 -1.0376 -0.005 0.100 0.050
C -0.0564 -3.8055 -1.2201 -0.116 0.062 -0.087
O -1.2432 -3.0916 -1.5459 -0.088 0.003 0.087
C -1.2632 -1.7760 -1.1972 -0.230 -0.127 -0.292
C -2.5972 -1.2423 -1.6865 0.085 0.061 0.092
H -0.3539 -4.7377 -0.7372 0.054 -0.027 0.023
H 0.5716 -3.1940 -0.5715 0.014 -0.080 -0.007
H 0.4798 -4.0239 -2.1443 0.081 -0.020 0.028
H -3.1593 -1.9554 -2.2967 0.013 -0.046 -0.001
H -2.4319 -0.3273 -2.2610 -0.011 0.003 -0.016
H -3.2041 -0.9595 -0.8185 -0.043 -0.008 -0.037
```
Forces are in eV/Å.

Output
* charge: -1
* Kohn-Sham gap (spin up / spin down): 5.753 / 5.060 eV
* ΔE to the lowest compared entry with this formula, charge and spin: 0.0 kcal per mole
* E_LUMO (spin up / spin down): 2.684 / 2.689 eV

no.,E_tot (Eh)
1,-379.95240
2,-4807.82891